ORCA calculation (the ωB97M-V functional and the def2-TZVPD basis) on a cluster of 2 separate species, C5H8N2O4S2 in total.

Last column: natural (NBO) charge in e.
CARTESIAN COORDINATES (ANGSTROEM)
C -0.8293 0.5814 0.6639  0.482
C 3.6753 -0.2052 0.5364  1.041
C -2.2233 -0.0303 0.5549  -0.611
C -1.7887 1.9425 -1.1329  -0.042
C 0.3111 -1.8275 -1.6492  -0.861
N -0.9949 1.8101 -0.1452  -0.626
N -0.4864 0.9465 2.0408  -0.842
O 2.8823 -0.9810 0.7790  -0.520
O 4.5543 0.5407 0.5112  -0.523
O 0.1770 -0.1987 0.1813  -0.696
O 1.9723 0.1825 -1.5006  -0.956
S -2.8551 0.5411 -1.0786  0.213
S 0.5239 -0.0616 -1.4900  1.507
H -2.2517 -1.1892 0.2827  0.252
H -2.9160 0.2293 1.5108  0.252
H 1.0143 -2.2275 -2.3662  0.247
H 0.7604 -2.0885 -0.6897  0.270
H -0.7256 -1.9031 -1.9529  0.242
H -0.2734 2.5210 0.0410  0.410
H -0.9776 0.3347 2.6826  0.381
H 0.4510 1.0829 2.2207  0.381

Summary:
Total charge: 0

***

ORCA calculation (the ωB97M-V functional and the def2-TZVPD basis) on a structure of composition C48H127AgF3N11O13Pd.

Last column: Löwdin spin population.
CARTESIAN COORDINATES (ANGSTROEM)
Pd 1.1672 -20.4871 25.1811  0.912
Ag -1.2390 -18.7909 28.4083  -0.002
C -4.2425 -20.4551 25.2548  0.083
O -4.9766 -20.5195 26.5050  0.024
O -2.9158 -20.4117 25.6738  0.815
C -4.8209 -21.6033 24.3171  0.019
F -5.0835 -22.7197 24.9509  0.005
F -5.9789 -21.1876 23.7064  0.001
F -3.9814 -21.9211 23.2640  0.003
C -6.3003 -19.9567 26.6394  0.001
C -6.7131 -19.9647 28.0950  0.001
H -6.2048 -19.2183 28.7054  0.000
H -7.7716 -19.7154 28.1696  0.000
H -6.6119 -20.8406 28.7358  0.000
H -7.0782 -20.4226 26.0345  0.001
H -6.3064 -18.9080 26.3424  0.000
H -4.4671 -19.4815 24.8193  0.049
C -9.9872 -17.0493 22.4673  0.000
C -11.4983 -17.3304 22.5066  0.000
C -12.4531 -16.1122 22.4448  0.000
O -12.0612 -15.1531 23.4078  0.000
C -12.9511 -14.0506 23.6211  0.000
N -11.8618 -18.3717 21.4788  0.000
H -9.6683 -16.6982 21.4859  0.000
H -9.4842 -18.0056 22.6108  0.000
H -9.6803 -16.3486 23.2438  0.000
H -11.7147 -17.7449 23.4912  0.000
H -13.4957 -16.3851 22.6077  0.000
H -12.3682 -15.5962 21.4884  0.000
H -14.0124 -14.2691 23.7396  0.000
H -12.9954 -13.4280 22.7275  0.000
H -12.5615 -13.4997 24.4772  0.000
H -11.3084 -19.1778 21.7318  0.000
H -12.7866 -18.7387 21.6529  0.000
C -7.4823 -19.5538 17.5743  0.000
C -6.2520 -20.2890 17.0614  0.000
C -5.7229 -19.8978 15.6443  0.000
O -6.6818 -20.1633 14.6837  0.000
C -6.4347 -19.7504 13.3735  0.000
N -5.1768 -20.1773 18.0631  0.000
H -7.2967 -18.4808 17.6224  0.000
H -7.8602 -19.7830 18.5706  0.000
H -8.2792 -19.6982 16.8449  0.000
H -6.6444 -21.2973 16.9297  0.000
H -4.8442 -20.4744 15.3554  0.000
H -5.3674 -18.8721 15.5464  0.000
H -6.5281 -18.6651 13.4120  0.000
H -7.2686 -19.9671 12.7059  0.000
H -5.5135 -20.1250 12.9272  0.000
H -5.5333 -20.4542 18.9666  0.000
H -4.5065 -20.8769 17.7777  0.000
C -13.4537 -20.5171 27.2754  0.000
C -13.2434 -21.5086 26.1180  0.000
C -11.7493 -21.8939 25.8018  0.000
O -11.6622 -22.6271 24.5752  0.000
C -10.5902 -23.5533 24.5502  0.000
N -14.0534 -22.7312 26.4450  0.000
H -13.3612 -21.0276 28.2340  0.000
H -14.4115 -19.9985 27.2335  0.000
H -12.7309 -19.7025 27.2311  0.000
H -13.6908 -21.0563 25.2329  0.000
H -11.2371 -22.3781 26.6332  0.000
H -11.1263 -21.0069 25.6873  0.000
H -9.6321 -23.1082 24.8184  0.000
H -10.3968 -23.7618 23.4980  0.000
H -10.7850 -24.4344 25.1617  0.000
H -13.5604 -23.1680 27.2107  0.000
H -14.9030 -22.3370 26.8231  0.000
C -1.7240 -28.1777 28.8886  0.000
C -1.3768 -26.9650 29.7100  0.000
C -2.5625 -26.5124 30.6091  0.000
O -3.7789 -26.1705 29.9638  0.000
C -3.8177 -24.9853 29.2211  0.000
N -0.1771 -27.1419 30.4732  0.000
H -2.0321 -28.9816 29.5571  0.000
H -0.9246 -28.5441 28.2444  0.000
H -2.5481 -28.0130 28.1944  0.000
H -1.1909 -26.2236 28.9329  0.000
H -2.2884 -25.7453 31.3334  0.000
H -2.8567 -27.4312 31.1165  0.000
H -3.6452 -24.1236 29.8660  0.000
H -4.8042 -24.8416 28.7801  0.000
H -3.0686 -25.0189 28.4301  0.000
H -0.0383 -26.2364 30.8985  0.000
H 0.5678 -27.0234 29.8016  0.000
C -3.2475 -16.1172 32.5698  0.000
C -3.0590 -16.8842 31.2603  0.000
C -3.5292 -15.9564 30.1260  0.000
O -3.3983 -16.5555 28.8754  0.000
C -3.4787 -15.6023 27.8398  0.000
N -1.6462 -16.9811 31.1700  0.000
H -2.5488 -15.2846 32.6514  0.000
H -3.0032 -16.8539 33.3351  0.000
H -4.2790 -15.8646 32.8153  0.000
H -3.5266 -17.8677 31.2151  0.000
H -2.8556 -15.0996 30.1462  0.000
H -4.5022 -15.4926 30.2882  0.000
H -4.4651 -15.1504 27.7353  0.000
H -3.2235 -15.9155 26.8274  0.000
H -2.7761 -14.7840 27.9972  0.000
H -1.2733 -16.0435 31.1252  0.000
H -1.2993 -17.4147 32.0137  0.000
C -0.3019 -25.7723 24.4823  0.007
C 0.6846 -24.8661 25.2110  0.006
C 1.9084 -25.5497 25.8034  0.000
O 2.5489 -26.2923 24.7734  0.000
C 3.7570 -26.8711 25.2684  0.000
N 1.1113 -23.9041 24.2076  0.072
H -1.0308 -26.1761 25.1850  0.001
H 0.0447 -26.6742 23.9778  0.000
H -0.9370 -25.2889 23.7400  0.000
H 0.0648 -24.4451 26.0026  0.001
H 1.6783 -26.1537 26.6812  0.000
H 2.6518 -24.8357 26.1579  0.000
H 4.0739 -27.4560 24.4049  0.000
H 3.6171 -27.5633 26.0986  0.000
H 4.5783 -26.2078 25.5399  0.000
H 0.2894 -23.9859 23.6263  0.000
H 1.7324 -24.5196 23.7022  0.002
C -4.3874 -25.7083 15.4560  0.000
C -3.5545 -24.7426 14.6028  0.000
C -2.2155 -24.3251 15.1961  0.000
O -2.3674 -23.5868 16.4169  0.000
C -2.4587 -24.3260 17.6359  0.000
N -3.3137 -25.4118 13.3845  0.000
H -4.5461 -25.3195 16.4619  0.000
H -3.8821 -26.6602 15.6193  0.000
H -5.3277 -25.9255 14.9493  0.000
H -4.1574 -23.8471 14.4520  0.000
H -1.6316 -23.7752 14.4580  0.000
H -1.5560 -25.1888 15.2800  0.000
H -1.7676 -23.8675 18.3432  0.000
H -2.1738 -25.3776 17.6658  0.000
H -3.4682 -24.2291 18.0356  0.000
H -2.7067 -26.2162 13.4520  0.000
H -2.7956 -24.8563 12.7188  0.000
C -4.6355 -15.6035 21.3438  0.000
C -3.2949 -15.3639 20.5838  0.000
C -2.3461 -14.3762 21.2738  0.000
O -2.9614 -13.1627 21.4569  0.000
C -2.1664 -12.2678 22.3039  0.000
N -2.6076 -16.6323 20.4236  0.000
H -5.1778 -14.7277 21.6999  0.000
H -4.4187 -16.2160 22.2189  0.000
H -5.3519 -16.1563 20.7360  0.000
H -3.6639 -15.0309 19.6137  0.000
H -1.4239 -14.1814 20.7264  0.000
H -1.9974 -14.8129 22.2096  0.000
H -2.5196 -11.2764 22.0204  0.000
H -1.0880 -12.3054 22.1501  0.000
H -2.4182 -12.4171 23.3539  0.000
H -1.8914 -16.6641 19.7122  0.000
H -3.3235 -17.2951 20.1621  0.000
C -4.9952 -22.0215 33.5890  0.000
C -4.6111 -23.2060 34.4865  0.000
C -3.3701 -22.9132 35.2983  0.000
O -2.9320 -24.0995 36.0442  0.000
C -2.4684 -25.2000 35.2293  0.000
N -5.8599 -23.4698 35.2397  0.000
H -4.2454 -21.7940 32.8314  0.000
H -5.1845 -21.1646 34.2355  0.000
H -5.9337 -22.2258 33.0737  0.000
H -4.4483 -24.0505 33.8168  0.000
H -3.5111 -22.0009 35.8779  0.000
H -2.5025 -22.5923 34.7219  0.000
H -2.0334 -26.0202 35.8004  0.000
H -1.6904 -24.9296 34.5154  0.000
H -3.3227 -25.5972 34.6811  0.000
H -6.1702 -24.3006 34.7564  0.000
H -5.4402 -23.6920 36.1311  0.000
C -5.5054 -30.5508 19.1839  0.000
C -4.1797 -29.8041 19.2799  0.000
C -4.1982 -28.6894 20.3468  0.000
O -5.2490 -27.7577 19.9408  0.000
C -5.9375 -27.1649 21.0512  0.000
N -3.0966 -30.7527 19.4906  0.000
H -5.8524 -30.9260 20.1467  0.000
H -5.4204 -31.3925 18.4965  0.000
H -6.2738 -29.8236 18.9216  0.000
H -3.9175 -29.2059 18.4073  0.000
H -3.2376 -28.1904 20.4743  0.000
H -4.4101 -29.1562 21.3087  0.000
H -6.5888 -26.4744 20.5155  0.000
H -5.2559 -26.7434 21.7900  0.000
H -6.4514 -27.8860 21.6870  0.000
H -2.2196 -30.2774 19.3326  0.000
H -3.1620 -31.3272 18.6624  0.000
C -9.6308 -15.0574 27.8749  0.000
C -10.3399 -14.3934 29.0223  0.000
C -10.2072 -15.2669 30.2838  0.000
O -11.2566 -16.2500 30.2457  0.000
C -11.1084 -17.2247 31.2123  0.000
N -9.6799 -13.1576 29.1803  0.000
H -8.5721 -15.1904 28.0974  0.000
H -9.6628 -14.4358 26.9801  0.000
H -9.9497 -16.0650 27.6080  0.000
H -11.4096 -14.2971 28.8366  0.000
H -10.3334 -14.6848 31.1966  0.000
H -9.1670 -15.5922 30.2644  0.000
H -11.2577 -16.7825 32.1973  0.000
H -10.1814 -17.7927 31.1329  0.000
H -11.9111 -17.9165 30.9571  0.000
H -8.6741 -13.2076 29.1038  0.000
H -9.9175 -12.5442 28.4138  0.000

Summary:
Expectation value of S²: 2.01
Total charge: +2
Spin multiplicity: 3

***

ORCA calculation (the ωB97M-V functional and the def2-TZVPD basis) on a cluster of 2 separate species, F2H3N2PS in total.

Last column: natural (NBO) charge in e.
CARTESIAN COORDINATES (ANGSTROEM)
N -1.5618 0.3216 0.1825  -0.597
N -0.2784 0.7023 -0.1983  -0.688
F 0.9310 -0.2590 1.5487  -0.549
F 0.8333 -2.3974 -0.1342  -0.644
P 1.2312 -0.0705 -0.0094  1.701
S 2.7341 1.0434 -0.4920  -0.357
H -2.1463 0.0991 -0.5982  0.362
H -1.4010 -0.5727 0.7445  0.387
H -0.3421 1.1331 -1.0435  0.385

Summary:
Total charge: 0

***

Short version: calculated total energy = -1402.09121 -4058.67146 -1050.52220 Ha, in the order given.
Short version: relative energy (zero: lowest compared OMol25 entry of this formula, charge and spin) = 0.5 317.5 69.2 kcal per mole, in the order given.
Short version: largest force on an atom = 3.81 3.32 3.70 eV Å⁻¹, in the order given.